[1]
{"formula": "C4H8N2O", "method": "wB97M-V/def2-TZVPD", "symbols": ["C", "N", "C", "C", "N", "C", "O", "H", "H", "H", "H", "H", "H", "H", "H"], "coordinates": [[1.447320, -0.470404, -1.400560], [1.033623, 0.049267, -0.097493], [-0.405444, 0.006067, 0.071947], [-1.186277, 0.869845, -0.849185], [-1.826362, 1.572898, -1.507768], [-0.868505, 0.338265, 1.495210], [-0.231542, -0.448363, 2.463898], [0.976383, 0.046151, -2.252976], [2.532570, -0.399608, -1.506601], [1.175412, -1.529038, -1.460839], [1.381140, 0.997229, 0.020528], [-0.704731, -1.027497, -0.136896], [-1.944761, 0.130611, 1.485708], [-0.753848, 1.413556, 1.707034], [0.619881, -0.730254, 2.101646]], "forces_ev_per_a": [[0.064, -0.131, -0.146], [-0.040, 0.226, -0.073], [-0.077, -0.158, -0.003], [-0.499, 0.653, -0.588], [0.651, -0.645, 0.533], [-0.251, 0.205, -0.235], [0.046, -0.228, -0.080], [0.083, -0.036, 0.183], [-0.155, 0.028, 0.076], [0.048, 0.115, 0.011], [-0.107, -0.075, 0.039], [-0.034, 0.056, 0.023], [0.113, 0.023, 0.342], [0.151, -0.179, -0.101], [0.007, 0.146, 0.020]], "e_lumo_ha": 0.0285}



[2]
{"formula": "C5H14O5", "method": "wB97M-V/def2-TZVPD", "symbols": ["C", "C", "O", "O", "O", "H", "H", "H", "H", "H", "H", "C", "C", "C", "O", "O", "H", "H", "H", "H", "H", "H", "H", "H"], "coordinates": [[1.169176, 1.389022, -1.557997], [1.557656, -2.583919, 0.982303], [0.273206, -2.275368, 1.515797], [1.689386, 0.346802, -1.024473], [1.603916, 2.615638, -1.128563], [0.964321, -0.042015, 0.033146], [2.013581, 2.480874, -0.260364], [1.012776, 1.422158, -2.638860], [2.221415, -1.714943, 1.001934], [1.481623, -2.951013, -0.047960], [1.974054, -3.366919, 1.612760], [-0.492005, -1.417843, 0.732390], [-1.233769, 2.580000, -1.052672], [-1.882238, -1.341902, 1.320665], [-0.531632, 1.345024, -1.066697], [0.085939, -0.097201, 0.723945], [-0.458517, 0.662838, -0.057993], [-0.513708, -1.774306, -0.310313], [-2.266012, 2.389600, -0.752096], [-0.778425, 3.299330, -0.368083], [-1.231163, 3.007834, -2.057524], [-1.821378, -0.962996, 2.340510], [-2.507495, -0.676448, 0.725020], [-2.330710, -2.334248, 1.335123]], "forces_ev_per_a": [[0.317, -0.070, 0.393], [-0.147, 0.065, 0.015], [0.041, 0.058, -0.113], [-0.262, 0.314, -0.198], [-0.177, -0.183, -0.028], [-0.403, 0.038, 0.322], [-0.015, -0.055, -0.112], [-0.189, -0.009, 0.124], [-0.040, -0.031, -0.004], [-0.035, 0.040, 0.053], [-0.012, 0.043, -0.026], [0.068, 0.091, -0.021], [0.126, -0.137, 0.050], [0.151, 0.003, -0.024], [0.202, -0.230, 0.167], [0.231, -0.282, -0.219], [0.065, 0.359, -0.442], [0.052, 0.002, 0.077], [0.044, 0.034, -0.018], [-0.026, -0.037, -0.010], [-0.012, -0.022, 0.033], [0.003, 0.000, -0.011], [0.009, -0.012, 0.002], [0.009, 0.022, -0.010]], "e_lumo_ha": 0.0320}



[3]
{"formula": "C43H38GeN6O4V", "method": "wB97M-V/def2-TZVPD", "symbols": ["V", "C", "N", "C", "C", "N", "C", "C", "C", "C", "C", "C", "N", "C", "N", "C", "C", "C", "C", "C", "C", "N", "H", "H", "H", "H", "H", "H", "H", "H", "H", "H", "H", "H", "H", "H", "H", "O", "C", "O", "C", "C", "C", "C", "C", "N", "H", "H", "H", "H", "O", "C", "O", "C", "C", "Ge", "C", "C", "C", "C", "C", "C", "C", "C", "C", "C", "C", "C", "C", "C", "C", "C", "C", "C", "H", "H", "H", "H", "H", "H", "H", "H", "H", "H", "H", "H", "H", "H", "H", "H", "H", "H", "H"], "coordinates": [[-0.046312, 0.047470, -0.254156], [-1.708383, -2.628890, -0.576247], [-0.530241, -2.164699, 0.193207], [-0.643063, -2.287113, 1.671139], [-0.998126, -0.966768, 2.283680], [-0.874968, 0.160638, 1.634628], [-1.176500, 1.181396, 2.548988], [-1.176617, 2.564039, 2.384682], [-1.507025, 3.321474, 3.489285], [-1.829240, 2.725038, 4.723158], [-1.825297, 1.354258, 4.888744], [-1.490387, 0.602707, 3.768041], [-1.374491, -0.772614, 3.559781], [-2.251925, -1.509070, -1.411124], [-1.875281, -0.267356, -1.237965], [-2.633673, 0.500118, -2.149400], [-2.680275, 1.875749, -2.371635], [-3.550250, 2.325788, -3.343861], [-4.364321, 1.442051, -4.074751], [-4.338352, 0.081110, -3.844057], [-3.456963, -0.357563, -2.864506], [-3.183494, -1.635029, -2.365433], [-2.486006, -2.962879, 0.105162], [-1.453600, -3.479602, -1.200857], [0.299241, -2.662831, -0.097759], [0.324772, -2.590813, 2.059162], [-1.362587, -3.050657, 1.956159], [-0.922581, 3.009980, 1.432138], [-1.510982, 4.401443, 3.409521], [-2.083181, 3.357227, 5.567418], [-2.072411, 0.896626, 5.839640], [-1.531593, -1.489303, 4.245289], [-2.072040, 2.564875, -1.802358], [-3.610698, 3.389353, -3.544366], [-5.032677, 1.838570, -4.829372], [-4.974225, -0.603053, -4.394501], [-3.615061, -2.493382, -2.662373], [0.635500, 3.404985, -2.176341], [0.569628, 2.271698, -1.801218], [0.011955, 1.859732, -0.658382], [1.114066, 1.122238, -2.622919], [1.845997, 1.317177, -3.767602], [2.338493, 0.205480, -4.429541], [2.062458, -1.058275, -3.932053], [1.303846, -1.168932, -2.786403], [0.829034, -0.098888, -2.134967], [2.020843, 2.331002, -4.104477], [2.937426, 0.320390, -5.324731], [2.447993, -1.948093, -4.408424], [1.080541, -2.142613, -2.367622], [3.409653, -0.933474, -0.563652], [2.825566, -0.058375, 0.016574], [1.563635, -0.242957, 0.505670], [3.409777, 1.329499, 0.191342], [2.972410, 2.183855, 1.399866], [4.104755, 2.084100, 3.005821], [3.719124, 3.650859, 4.066751], [2.439554, 3.775930, 4.614032], [2.103223, 4.883047, 5.383116], [3.045188, 5.880623, 5.614895], [4.321422, 5.766850, 5.078010], [4.657559, 4.654956, 4.308898], [5.928101, 2.078440, 2.372697], [6.783708, 0.995769, 2.585992], [8.067680, 0.990515, 2.046837], [8.507955, 2.066213, 1.287051], [7.662981, 3.146997, 1.057504], [6.380652, 3.150622, 1.595245], [3.823751, 0.564109, 4.188845], [2.778029, -0.351735, 4.069554], [2.643190, -1.392798, 4.992576], [3.543190, -1.533639, 6.040625], [4.579313, -0.619946, 6.176389], [4.711670, 0.416551, 5.261016], [3.141632, 1.844743, -0.738925], [4.491130, 1.212240, 0.158270], [1.928281, 2.002085, 1.653230], [3.034958, 3.238791, 1.119509], [1.696116, 3.001017, 4.445743], [1.108550, 4.966969, 5.807240], [2.785459, 6.743774, 6.217166], [5.056871, 6.543139, 5.258642], [5.661222, 4.571925, 3.900996], [6.448559, 0.144054, 3.168404], [8.722982, 0.144503, 2.219619], [9.509957, 2.063803, 0.872775], [8.002983, 3.985095, 0.459882], [5.728247, 3.999524, 1.402040], [2.075398, -0.255491, 3.251535], [1.835055, -2.110696, 4.899754], [3.439514, -2.349748, 6.748164], [5.282732, -0.715215, 6.995056], [5.521637, 1.127684, 5.389112]], "forces_ev_per_a": [[-0.738, -0.371, -0.005], [0.191, 0.225, 0.091], [-0.379, 0.169, 0.187], [0.010, 0.166, -0.272], [0.046, 0.122, -0.144], [-0.311, 0.308, 0.447], [0.140, -0.096, -0.479], [-0.008, 0.056, -0.032], [0.003, 0.001, 0.089], [0.024, 0.063, -0.004], [-0.053, -0.006, 0.060], [-0.023, -0.298, 0.190], [-0.101, 0.008, 0.331], [0.186, 0.135, 0.305], [-0.544, 0.031, -0.458], [0.324, -0.067, 0.380], [0.049, 0.046, 0.000], [-0.059, -0.012, -0.060], [0.021, 0.055, 0.021], [-0.058, -0.011, -0.059], [-0.086, -0.372, -0.015], [-0.335, 0.015, -0.331], [-0.148, -0.075, 0.124], [0.086, -0.146, -0.119], [0.087, -0.050, -0.028], [0.190, -0.025, 0.050], [-0.116, -0.151, 0.018], [0.022, -0.009, 0.009], [-0.011, -0.050, 0.012], [0.032, -0.057, -0.099], [0.036, 0.031, -0.075], [0.016, -0.056, 0.071], [0.007, -0.042, -0.006], [-0.004, -0.099, 0.005], [0.042, -0.018, 0.052], [0.054, 0.065, 0.045], [-0.025, -0.011, -0.004], [0.037, 0.403, -0.080], [-0.337, -0.653, 0.602], [0.270, 1.154, -0.760], [-0.342, -0.220, 0.378], [0.142, 0.165, -0.224], [0.080, -0.025, -0.161], [0.068, 0.012, -0.073], [-0.215, 0.238, 0.199], [0.626, -0.040, -0.827], [0.020, -0.060, 0.007], [-0.028, -0.001, 0.045], [-0.022, 0.010, -0.020], [0.018, 0.034, 0.053], [-0.002, -0.290, -0.110], [-0.710, 0.037, 0.541], [2.131, -0.079, 0.351], [-0.150, 0.131, 0.291], [-0.080, -0.291, -0.248], [-0.132, -0.181, -0.110], [-0.042, 0.321, 0.140], [0.069, 0.196, 0.064], [0.040, -0.018, -0.024], [0.021, -0.053, -0.037], [-0.034, -0.073, -0.027], [-0.112, 0.050, 0.068], [0.332, -0.009, -0.137], [0.105, 0.120, -0.136], [-0.074, 0.041, 0.025], [-0.035, 0.017, 0.016], [-0.059, -0.033, 0.047], [0.141, -0.101, 0.000], [-0.041, -0.271, 0.133], [0.200, -0.137, 0.295], [-0.027, 0.096, -0.117], [-0.060, 0.036, -0.090], [0.019, 0.074, -0.062], [-0.073, -0.047, 0.033], [-0.001, 0.044, 0.005], [0.087, -0.023, -0.060], [-0.089, -0.005, -0.025], [-0.037, -0.022, -0.004], [0.008, 0.005, 0.010], [0.045, 0.003, -0.018], [0.010, -0.049, -0.037], [-0.044, -0.058, -0.004], [-0.086, 0.006, 0.040], [0.018, 0.040, -0.023], [-0.031, 0.041, -0.007], [-0.069, -0.002, 0.017], [-0.014, -0.040, 0.033], [0.053, -0.061, 0.021], [-0.101, -0.033, -0.118], [-0.023, 0.035, -0.063], [-0.014, 0.077, -0.070], [-0.019, 0.020, -0.039], [-0.003, -0.007, -0.003]], "s_squared": 2.009, "spin_multiplicity": 3, "total_charge": 1, "e_lumo_ha": [-0.0912, -0.0952]}



Energy above the lowest of the compared OMol25 structures with the same formula, charge and spin (computed, kJ/mol): 173.68, 217.19, 41.43
E (computed, hartree): -341.93749, -575.05141, -5311.86055